No. 1
12
Properties=species:S:1:pos:R:3:forces:R:3 method="wB97M-V/def2-TZVPD" total_energy_ev=-7325.896 smiles="CCC#CC=O" relative_energy_kcal_mol=78.1 gap_ev=10.26 multiplicity=1 e_homo_ev=-9.93
C -1.713335 0.381580 -0.101300 -0.3 0.2 0.1
C -0.723174 -0.773362 -0.210249 -0.4 -0.1 0.1
C 0.627886 -0.332354 -0.402382 -0.3 -0.2 -2.2
C 1.672471 0.127947 -0.880014 0.0 -0.3 2.1
C 2.354511 0.346807 0.497223 1.2 2.3 -1.4
O 2.092079 1.280161 1.214747 0.2 -1.0 0.2
H -1.476948 1.024373 0.749652 0.0 -0.1 -0.1
H -1.713870 1.007243 -0.999354 0.1 -0.2 0.1
H -2.719515 -0.015437 0.038237 0.0 0.1 0.0
H -0.931200 -1.392391 -1.095719 -0.1 0.0 0.2
H -0.762478 -1.431767 0.652340 -0.2 -0.2 0.2
H 3.293573 -0.222798 0.536822 -0.3 -0.5 0.7

---

No. 2
83
Properties=species:S:1:pos:R:3:forces:R:3 method="wB97M-V/def2-TZVPD" total_energy_ev=-239820.094 relative_energy_kcal_mol=9.1 gap_ev=6.54 multiplicity=1 charge=-2 e_homo_ev=-2.54
Ti 0.267114 0.495211 -0.473587 1.1 0.0 0.5
Cl 3.982032 5.095860 -4.328786 0.0 0.0 0.0
C 2.714179 4.007951 -3.820227 0.0 0.0 0.0
C 2.730597 3.524666 -2.524540 0.0 0.0 0.0
C 1.746171 2.646978 -2.068633 0.0 0.0 0.0
N 1.664693 2.150808 -0.750408 -0.3 -0.1 -0.1
C 2.176749 2.925031 0.230704 0.0 0.0 0.0
O 2.724511 4.026721 0.121100 0.0 0.0 0.0
C 2.095605 2.371336 1.628871 -0.1 0.0 0.0
C 2.924758 2.907976 2.611593 0.0 0.0 0.0
C 2.890197 2.359213 3.877124 0.0 0.0 0.0
C 2.034826 1.289868 4.118589 0.0 0.0 0.0
C 1.248335 0.831803 3.078787 0.0 -0.1 0.0
N 1.265204 1.373931 1.864204 0.0 0.0 -0.1
C 0.785347 2.169626 -2.981238 -0.1 0.1 0.1
C 0.750865 2.714593 -4.266456 0.0 0.0 0.0
C 1.696478 3.633203 -4.678319 0.0 0.0 0.0
Cl 1.586628 4.280076 -6.296365 0.0 0.0 0.0
N -0.115746 1.211893 -2.507562 -0.3 -0.1 0.2
C -0.794846 0.476485 -3.429795 0.2 -0.2 0.0
O -0.451162 0.268028 -4.590999 -0.1 0.3 -0.1
C -2.098957 -0.193658 -3.022685 -0.2 0.3 0.0
C -2.551575 -1.243906 -3.823089 -0.2 0.1 -0.1
C -3.783400 -1.803350 -3.556581 0.0 0.1 -0.2
C -4.539053 -1.286203 -2.512630 -0.2 0.3 -0.1
C -3.997029 -0.256411 -1.765018 -0.3 0.2 -0.3
N -2.800120 0.279034 -2.001982 0.0 0.3 -0.3
H 3.510671 3.850091 -1.860658 0.0 0.0 0.0
H 3.571457 3.730132 2.343160 0.0 0.0 0.0
H 3.528590 2.744158 4.663522 0.0 0.0 0.0
H 1.986389 0.807736 5.085998 0.0 0.0 0.0
H 0.615570 -0.040674 3.208058 0.0 0.0 0.0
H 0.000567 2.400954 -4.971902 0.0 0.0 0.0
H -1.916703 -1.588076 -4.626994 0.0 0.0 0.0
H -4.152790 -2.630097 -4.151422 0.0 0.0 0.0
H -5.516724 -1.681417 -2.268488 0.0 0.0 0.0
H -4.548478 0.156007 -0.924322 0.0 0.0 0.0
O -4.094137 0.981784 2.782026 0.0 0.0 0.0
C -3.694041 2.258048 2.536567 0.0 0.0 0.0
C -4.339357 3.297975 3.194812 0.0 0.0 0.0
C -3.945550 4.609268 2.967513 0.0 0.0 0.0
C -2.905279 4.889928 2.093276 0.0 0.0 0.0
C -2.268142 3.846937 1.431177 0.0 0.0 0.0
C -2.657604 2.533549 1.636454 0.0 0.0 0.0
C -2.024444 1.392465 0.871870 -0.1 0.1 0.0
O -0.927560 1.775689 0.129696 -0.4 0.1 -0.1
N -1.625521 0.355682 1.804033 0.1 -0.1 0.1
N -0.741998 -0.509587 1.069775 -0.1 0.2 -0.1
C -0.647665 -1.709877 1.731039 -0.1 -0.1 -0.1
C 0.118522 -2.762533 1.551595 0.2 -0.2 0.0
Br 2.379919 -0.875151 0.381408 0.1 -0.1 -0.3
C 0.684438 -3.943538 1.461859 0.0 0.1 0.0
C 1.900930 -4.348270 2.190518 0.0 0.0 0.0
C 2.328190 -5.675963 2.156675 0.0 0.0 0.0
C 3.461995 -6.085027 2.844481 0.0 0.0 0.0
C 4.199801 -5.167513 3.578238 0.0 0.0 0.0
C 3.792027 -3.837218 3.607564 0.0 0.0 0.0
C 2.660420 -3.430451 2.922286 0.0 0.0 0.0
H -3.360888 0.391959 2.483529 0.0 0.0 0.0
H -5.138442 3.058662 3.885560 0.0 0.0 0.0
H -4.452277 5.414951 3.486462 0.0 0.0 0.0
H -2.592115 5.912101 1.922868 0.0 0.0 0.0
H -1.460575 4.029339 0.733263 0.0 0.0 0.0
H -2.776807 0.957363 0.204863 0.0 0.0 0.0
H -1.072585 0.834288 2.519066 0.0 0.0 0.0
H -1.383413 -1.837124 2.526803 0.0 0.0 0.0
H 0.269169 -4.690587 0.783302 0.0 0.0 0.0
H 1.757660 -6.394781 1.577722 0.0 0.0 0.0
H 3.773176 -7.122784 2.801745 0.0 0.0 0.0
H 5.090336 -5.480443 4.110484 0.0 0.0 0.0
H 4.373647 -3.105364 4.155784 0.0 0.0 0.0
H 2.363467 -2.389002 2.910200 0.0 0.0 0.0
Cl 2.345595 -0.445956 -2.979355 0.1 -0.1 0.2
C 1.140020 -1.661846 -2.722774 0.0 0.0 0.1
C 0.144765 -1.475215 -1.747271 0.0 0.0 0.0
C -0.838628 -2.465148 -1.761394 0.0 -0.2 0.3
Cl -2.287902 -2.305183 -0.801920 0.7 -0.8 0.5
C -0.815841 -3.580877 -2.607562 0.1 -0.1 0.1
Cl -2.082977 -4.766762 -2.585923 0.0 0.0 0.1
C 0.216528 -3.734609 -3.517949 0.0 0.1 0.0
Cl 0.254040 -5.090088 -4.593846 0.0 0.0 0.0
C 1.197819 -2.752939 -3.586191 0.0 0.0 0.0
Cl 2.450355 -2.901721 -4.769373 0.0 0.0 0.0

---

No. 3
89
Properties=species:S:1:pos:R:3:forces:R:3 method="wB97M-V/def2-TZVPD" total_energy_ev=-61968.658 gap_ev="8.20 / 5.33" multiplicity=1 charge=+3 e_homo_ev="-14.74 / -14.70"
Sn 4.582497 -7.000003 20.888031 -2.0 1.4 -0.8
C 9.987247 -8.761039 24.309379 1.2 -1.8 -0.6
O 9.641887 -7.809538 23.344985 0.3 1.5 -1.5
C 10.554307 -6.908253 22.758090 -0.1 -0.3 1.3
C 11.712778 -6.358506 23.386298 -1.4 -1.4 0.9
C 12.285111 -5.231150 22.843203 0.2 -0.5 0.0
C 11.829281 -4.696719 21.656450 -0.4 0.4 -0.8
C 10.683933 -5.220369 21.019328 1.6 0.5 0.6
C 10.104541 -6.363209 21.546754 0.4 1.0 1.2
N 8.934748 -6.817478 20.942739 -1.8 -0.8 -0.7
C 7.669311 -6.753503 21.372305 -0.6 0.8 0.9
N 7.367700 -6.043607 22.548660 3.4 -0.8 -1.3
C 6.302064 -5.868307 23.269121 -3.5 1.5 1.9
C 4.923531 -6.178043 22.872061 1.1 0.5 1.4
C 3.942116 -5.663221 23.697799 0.5 0.5 1.7
C 4.182630 -5.006000 25.012024 0.3 -0.5 -1.2
C 5.478379 -4.730354 25.402036 -0.1 -0.1 -1.2
C 6.536124 -5.034694 24.503863 -0.8 -0.9 -0.6
O 7.787595 -4.655871 24.645503 -1.4 -0.6 -0.2
C 8.136248 -3.932583 25.830892 1.0 -1.4 1.0
N 6.657606 -7.201596 20.726395 0.5 -1.0 -1.5
C 6.879575 -8.033758 19.546773 0.2 0.9 2.1
C 6.664475 -7.543293 18.309228 0.0 -0.4 -1.8
C 6.759075 -8.406885 17.209349 0.4 0.3 0.9
C 7.083833 -9.733414 17.432207 -0.1 0.0 -0.8
C 7.244343 -10.200108 18.714327 0.1 -1.1 1.2
C 7.179848 -9.351324 19.803777 -0.3 -0.4 -0.2
O 7.275106 -9.667174 21.117545 0.4 -0.1 -0.7
C 8.057469 -10.813363 21.467603 -1.5 -0.6 1.0
H 11.066547 -8.793985 24.442182 0.1 -0.1 0.1
H 9.694119 -9.785015 23.915618 0.1 1.2 0.7
H 9.558679 -8.546711 25.269917 -0.5 0.1 0.3
H 12.096949 -6.786616 24.351587 -0.6 0.5 -1.1
H 13.101272 -4.772587 23.374991 0.3 0.1 -0.1
H 12.422782 -3.871141 21.257664 -0.7 -0.1 -0.1
H 10.236314 -4.724911 20.161625 0.2 -0.2 0.0
H 8.955940 -7.116893 19.972512 0.4 -0.2 0.1
H 8.215045 -5.730147 22.986665 0.5 0.3 0.4
H 2.893793 -5.711434 23.467443 -0.3 -0.4 -0.4
H 3.339992 -4.694287 25.669206 0.7 -0.4 -0.8
H 5.641828 -4.161154 26.295713 0.2 0.0 0.3
H 9.212992 -4.053563 25.696180 0.0 0.7 1.0
H 7.772826 -4.475466 26.788975 0.6 1.1 -1.7
H 7.817209 -2.909854 25.717807 -0.2 0.3 0.3
H 6.441384 -6.507264 18.188749 -0.2 0.6 -0.2
H 6.615285 -7.999595 16.242269 -0.1 0.1 -0.8
H 7.212960 -10.439287 16.609485 -0.2 0.3 0.2
H 7.321489 -11.260184 18.931940 0.4 0.0 -0.3
H 8.110390 -10.669746 22.546866 0.5 -0.4 0.0
H 9.030536 -10.810965 21.012409 0.4 0.0 -0.3
H 7.490032 -11.759639 21.298450 0.5 0.6 -0.2
N 3.518584 -14.092723 20.820920 -0.8 -1.1 0.0
C 4.522928 -13.251993 20.990470 1.7 -0.6 0.6
O 5.710219 -13.559670 20.961717 -0.6 0.3 0.0
C 4.209659 -11.822008 21.232549 -1.0 0.5 -1.7
C 4.708729 -11.188651 22.352939 -0.6 0.8 -1.3
C 4.667725 -9.805488 22.281311 0.2 0.9 0.7
N 4.203247 -9.122054 21.212385 0.4 -1.0 1.1
C 3.611684 -9.771432 20.189947 -0.5 1.7 -0.7
C 3.534596 -11.116947 20.168527 0.2 -2.1 0.8
H 3.663750 -15.097643 20.872470 0.2 0.4 -0.3
H 2.583482 -13.790748 20.983978 -0.5 0.2 0.1
H 5.129817 -11.751112 23.156609 0.3 0.0 0.4
H 5.039838 -9.171804 23.117175 -0.2 -0.6 -0.7
H 3.205173 -9.111197 19.379097 0.4 -0.8 0.8
H 2.981200 -11.682411 19.380289 0.8 0.6 0.6
C 4.933974 2.129415 12.436713 -0.7 -0.3 -1.4
N 4.248647 2.714857 13.621585 0.3 0.3 0.9
C 4.967904 3.833535 14.332502 0.0 -0.7 1.5
C 3.911074 1.584780 14.609083 0.2 0.3 -0.9
C 5.097549 0.982883 15.296784 0.3 -1.0 0.0
C 5.306733 1.110488 16.685283 -0.5 1.3 -0.5
C 6.314805 0.464323 17.367510 -0.2 0.4 0.4
C 7.172092 -0.382805 16.669964 -0.6 0.4 0.5
C 6.980715 -0.567539 15.312614 -0.2 0.2 0.2
C 5.949351 0.080898 14.698603 0.0 0.3 0.0
H 5.107664 2.871513 11.676181 0.1 0.7 0.0
H 4.267665 1.393292 11.879643 0.8 0.6 1.3
H 5.894343 1.730168 12.712540 0.1 -0.4 0.2
H 3.433886 3.209088 13.279677 -0.8 -0.6 0.0
H 5.919361 3.434083 14.640094 0.5 0.0 0.0
H 4.443092 4.169674 15.285822 0.2 -0.6 -1.5
H 5.103274 4.645001 13.668173 0.1 0.8 -0.7
H 3.364379 0.891197 13.971399 0.0 -0.3 0.4
H 3.300561 1.983860 15.381948 -0.9 0.5 0.3
H 4.728566 1.866192 17.223797 -0.1 -0.4 -0.1
H 6.348801 0.740592 18.435210 0.5 -0.7 -0.6
H 7.970767 -0.904414 17.152515 0.4 -0.1 0.3
H 7.657797 -1.205704 14.818140 0.5 -0.7 -0.8